Entry 1:
The following is a DFT calculation (ωB97M-V/def2-TZVPD) of 4 unconnected molecules or ions with the total composition C68H70ClFN2O12S3.

XYZ file:
```
157
C68H70ClFN2O12S3 (ωB97M-V/def2-TZVPD)
C 5.065 1.018 1.865
C 6.384 0.403 1.401
C 6.342 -0.337 0.029
C 5.149 -0.018 -0.851
N 3.909 -0.672 -0.424
C 2.782 -0.357 -1.319
C 1.443 -0.661 -0.592
C 0.548 0.573 -0.675
C -0.955 0.442 -0.392
C -1.459 -0.106 0.968
C -0.434 -0.143 2.107
C 0.390 1.149 2.364
C -1.577 -1.660 0.655
O -0.674 -2.423 0.375
N -2.869 -2.134 0.812
C -3.467 -1.245 1.799
O -4.852 -1.478 1.870
C -2.923 -1.712 3.217
C -4.014 -2.417 3.986
O -4.699 -1.932 4.873
Cl -4.210 -4.154 3.529
C -2.990 0.138 1.274
C -3.525 1.145 2.344
C -2.584 2.025 3.164
C -2.005 3.239 2.439
S -3.123 4.605 2.310
O -2.547 5.525 1.386
O -4.475 4.204 2.081
O -2.994 5.259 3.756
C -3.794 0.290 -0.051
C -3.895 1.682 -0.720
C -3.447 1.684 -2.185
F -3.192 2.690 -0.060
C 4.074 -2.074 -0.269
S 4.223 -3.136 -1.465
S 4.131 -2.666 1.447
C 2.414 -3.105 1.796
C 2.343 -4.343 2.714
C 1.636 -4.073 4.055
H 5.267 1.576 2.779
H 4.358 0.243 2.136
H 4.634 1.727 1.166
H 7.176 1.147 1.399
H 6.670 -0.322 2.158
H 7.219 -0.018 -0.528
H 6.479 -1.401 0.204
H 5.376 -0.262 -1.896
H 4.982 1.054 -0.810
H 2.856 -0.895 -2.262
H 2.841 0.717 -1.472
H 0.966 -1.464 -1.141
H 1.725 -0.942 0.412
H 0.624 0.923 -1.705
H 1.015 1.367 -0.100
H -1.330 1.462 -0.459
H -1.402 -0.075 -1.233
H -0.873 -0.396 3.063
H 0.282 -0.925 1.906
H 1.448 0.920 2.250
H 0.182 1.941 1.658
H 0.286 1.492 3.387
H -2.927 -3.127 0.980
H -5.361 -0.667 1.807
H -2.695 -0.851 3.834
H -2.092 -2.406 3.153
H -4.232 1.824 1.878
H -4.135 0.616 3.074
H -1.821 1.485 3.709
H -3.203 2.448 3.959
H -1.175 3.608 3.038
H -1.588 3.020 1.468
H -3.848 5.168 4.200
H -4.821 -0.018 0.109
H -3.444 -0.392 -0.809
H -4.932 1.992 -0.767
H -3.706 0.756 -2.684
H -4.015 2.462 -2.692
H -2.405 1.955 -2.295
H 1.865 -3.332 0.889
H 1.881 -2.303 2.294
H 1.805 -5.137 2.209
H 3.340 -4.712 2.932
H 0.691 -4.602 4.134
H 1.420 -3.021 4.226
H 2.236 -4.415 4.892
O 13.944 -3.089 3.980
C 12.890 -2.876 3.420
C 12.802 -1.897 2.299
C 13.953 -1.240 1.881
C 13.896 -0.355 0.819
C 12.689 -0.122 0.167
C 11.536 -0.762 0.589
C 11.587 -1.647 1.658
C 10.334 -2.314 2.110
O 9.269 -2.059 1.589
C 10.424 -3.308 3.215
C 9.273 -3.968 3.627
C 9.345 -4.916 4.633
C 10.566 -5.209 5.232
C 11.713 -4.546 4.833
C 11.647 -3.590 3.827
H 14.889 -1.429 2.388
H 14.793 0.153 0.493
H 12.649 0.563 -0.670
H 10.595 -0.581 0.089
H 8.327 -3.740 3.156
H 8.448 -5.432 4.951
H 10.620 -5.957 6.012
H 12.664 -4.768 5.298
O -3.411 -5.990 -6.924
C -3.561 -4.952 -6.316
C -3.987 -3.707 -7.018
C -4.236 -3.752 -8.383
C -4.666 -2.614 -9.045
C -4.851 -1.426 -8.345
C -4.591 -1.372 -6.987
C -4.154 -2.509 -6.319
C -3.861 -2.429 -4.861
O -3.953 -1.375 -4.263
C -3.457 -3.676 -4.157
C -3.216 -3.628 -2.794
C -2.866 -4.779 -2.109
C -2.756 -5.987 -2.789
C -2.984 -6.039 -4.155
C -3.331 -4.885 -4.845
H -4.094 -4.678 -8.922
H -4.862 -2.652 -10.108
H -5.198 -0.542 -8.863
H -4.729 -0.450 -6.440
H -3.306 -2.688 -2.266
H -2.681 -4.734 -1.044
H -2.490 -6.888 -2.253
H -2.897 -6.975 -4.689
O -8.191 4.261 -0.256
C -7.999 5.318 -0.821
C -9.130 6.246 -1.109
C -10.412 5.900 -0.702
C -11.467 6.766 -0.932
C -11.246 7.983 -1.568
C -9.973 8.326 -1.990
C -8.911 7.458 -1.767
C -7.550 7.836 -2.244
O -7.373 8.866 -2.861
C -6.419 6.920 -1.937
C -5.135 7.266 -2.337
C -4.069 6.436 -2.031
C -4.277 5.255 -1.325
C -5.557 4.904 -0.933
C -6.631 5.727 -1.240
H -10.577 4.955 -0.204
H -12.464 6.497 -0.610
H -12.070 8.664 -1.737
H -9.796 9.268 -2.489
H -4.974 8.186 -2.881
H -3.069 6.711 -2.339
H -3.443 4.622 -1.077
H -5.728 3.995 -0.378
```

Properties
* F_max: 3.4 eV/A
* energy: -146947.705 eV
* SMILES: CCCCN(CCCC[C@]1(CC)C(=O)N[C@@](O)(CC(=O)Cl)[C@]1(CCCS(=O)(=O)O)C[C@H](C)F)C(=S)SCCC.O=C1c2ccccc2C(=O)c2ccccc21.O=C1c2ccccc2C(=O)c2ccccc21.O=C1c2ccccc2C(=O)c2ccccc21
* LUMO level: -1.087 eV
* multiplicity: 1
* HOMO: -8.183 eV

Entry 2:
The following is a DFT calculation (ωB97M-V/def2-TZVPD) of 10 unconnected molecules or ions with the total composition C69H151N7O10.

XYZ file:
```
237
C69H151N7O10 (ωB97M-V/def2-TZVPD)
C 20.712 8.791 11.901
C 21.288 9.373 13.161
C 20.207 9.548 14.197
C 22.353 8.379 13.796
C 23.718 8.448 13.039
C 24.243 9.895 13.027
C 23.264 10.969 12.391
C 23.774 12.334 12.836
C 23.270 10.768 10.833
N 21.957 10.714 12.958
O 21.010 11.724 12.536
H 21.465 8.250 11.328
H 19.984 8.073 12.279
H 20.266 9.588 11.306
H 19.357 10.000 13.687
H 19.913 8.610 14.668
H 20.452 10.257 14.988
H 22.461 8.648 14.846
H 22.056 7.330 13.799
H 24.478 7.844 13.535
H 23.679 7.952 12.069
H 25.135 9.878 12.400
H 24.455 10.218 14.046
H 23.107 13.171 12.629
H 24.708 12.607 12.347
H 23.976 12.370 13.907
H 24.244 11.085 10.461
H 22.536 11.468 10.435
H 23.035 9.740 10.556
H 20.908 11.482 11.612
C 29.505 14.301 17.693
C 28.077 14.888 17.451
C 27.953 16.409 17.569
C 27.768 14.505 15.943
C 26.314 14.656 15.540
C 25.433 13.867 16.522
C 25.663 14.165 17.992
C 24.911 15.443 18.419
C 25.068 12.879 18.658
N 27.101 14.151 18.302
O 27.463 14.217 19.595
H 29.347 13.222 17.671
H 30.211 14.645 16.937
H 29.877 14.479 18.702
H 26.975 16.737 17.216
H 28.009 16.724 18.611
H 28.805 16.843 17.045
H 28.332 15.129 15.250
H 28.197 13.554 15.627
H 26.096 15.716 15.405
H 26.207 14.269 14.527
H 25.520 12.831 16.196
H 24.444 14.203 16.208
H 24.780 16.161 17.610
H 25.220 15.982 19.315
H 23.924 15.125 18.752
H 25.686 11.997 18.494
H 24.015 12.655 18.492
H 25.137 12.961 19.743
H 27.940 13.400 19.755
C 13.258 12.520 11.751
C 13.051 11.142 12.385
C 11.596 10.719 12.362
C 13.817 10.156 11.455
C 15.361 10.008 11.653
C 15.686 9.692 13.121
C 15.047 10.736 14.106
C 15.171 9.973 15.451
C 15.886 11.994 14.200
N 13.589 10.955 13.763
O 12.913 11.598 14.765
H 12.788 12.503 10.767
H 12.674 13.248 12.313
H 14.305 12.825 11.754
H 10.986 11.446 12.898
H 11.276 10.529 11.338
H 11.542 9.728 12.814
H 13.382 9.158 11.425
H 13.725 10.484 10.420
H 15.682 9.187 11.012
H 15.823 10.917 11.271
H 16.772 9.760 13.194
H 15.434 8.648 13.306
H 14.469 9.142 15.389
H 14.811 10.644 16.231
H 16.188 9.665 15.694
H 15.780 12.468 15.176
H 15.665 12.661 13.367
H 16.951 11.838 14.033
H 13.125 12.521 14.611
C 20.671 14.398 21.421
C 20.883 13.134 22.197
C 22.118 12.337 21.742
C 21.100 13.536 23.642
C 19.890 13.962 24.472
C 18.981 12.742 24.475
C 18.457 12.437 22.993
C 17.591 11.108 23.061
C 17.471 13.526 22.475
N 19.630 12.297 22.111
O 19.282 11.842 20.865
H 21.475 15.128 21.317
H 20.287 14.293 20.407
H 19.933 14.950 22.004
H 23.049 12.702 22.176
H 22.069 11.308 22.099
H 22.182 12.311 20.655
H 21.719 12.835 24.203
H 21.682 14.456 23.588
H 20.066 14.207 25.519
H 19.309 14.786 24.056
H 18.078 12.969 25.041
H 19.505 11.912 24.949
H 17.089 10.885 22.119
H 16.872 11.184 23.876
H 18.242 10.272 23.315
H 17.197 13.371 21.431
H 17.920 14.508 22.622
H 16.581 13.471 23.102
H 19.335 10.885 20.919
C 17.807 18.986 18.724
C 18.278 18.651 20.141
C 17.321 17.520 20.721
C 19.724 18.134 20.055
C 20.442 18.046 21.377
C 20.361 19.432 22.092
C 18.929 19.949 22.311
C 18.380 19.194 23.603
C 19.068 21.448 22.613
N 18.180 19.841 21.020
O 16.922 20.476 21.124
H 18.410 19.708 18.174
H 17.844 18.038 18.187
H 16.803 19.408 18.693
H 17.379 16.692 20.013
H 17.650 17.081 21.663
H 16.299 17.832 20.936
H 19.636 17.140 19.614
H 20.264 18.771 19.355
H 20.109 17.191 21.965
H 21.508 17.877 21.223
H 20.942 20.244 21.654
H 20.845 19.215 23.045
H 18.237 18.115 23.550
H 17.411 19.622 23.858
H 18.960 19.402 24.503
H 19.441 21.990 21.744
H 19.871 21.587 23.338
H 18.132 21.938 22.881
H 16.967 21.189 20.483
C 20.680 14.286 17.517
C 19.972 14.322 16.144
C 19.284 12.959 15.861
C 18.828 15.452 16.159
C 19.491 16.832 16.055
C 20.233 16.929 14.730
C 21.412 15.933 14.609
C 21.721 15.964 13.100
C 22.626 16.452 15.354
N 20.893 14.594 14.999
O 21.906 13.594 14.898
H 21.461 13.525 17.517
H 21.190 15.192 17.844
H 19.965 13.996 18.286
H 18.790 12.929 14.890
H 20.044 12.179 15.900
H 18.550 12.808 16.652
H 18.062 15.331 15.392
H 18.299 15.340 17.105
H 18.706 17.588 16.094
H 20.216 16.949 16.860
H 20.549 17.972 14.744
H 19.543 16.844 13.891
H 20.961 15.544 12.441
H 22.624 15.381 12.919
H 21.851 16.959 12.674
H 22.787 17.504 15.119
H 23.540 15.901 15.130
H 22.557 16.479 16.442
H 21.501 12.993 14.269
C 11.436 15.349 16.886
C 11.867 15.899 15.494
C 11.157 15.107 14.370
C 11.370 17.309 15.584
C 11.807 18.188 14.431
C 13.361 18.249 14.340
C 14.143 16.889 14.538
C 14.368 16.136 13.199
C 15.493 17.187 15.271
N 13.334 15.964 15.412
O 13.924 14.685 15.570
H 11.867 15.855 17.750
H 10.362 15.403 17.065
H 11.664 14.308 17.112
H 11.467 15.400 13.367
H 11.547 14.092 14.455
H 10.070 15.154 14.442
H 10.282 17.338 15.521
H 11.482 17.764 16.568
H 11.285 17.793 13.560
H 11.415 19.204 14.395
H 13.771 19.018 14.994
H 13.610 18.690 13.375
H 14.946 15.214 13.253
H 14.913 16.741 12.475
H 13.416 15.968 12.695
H 16.033 16.247 15.383
H 15.338 17.620 16.259
H 15.985 17.931 14.645
H 14.223 14.729 16.481
C 23.065 14.555 9.250
C 21.806 15.266 9.660
O 21.132 15.501 8.506
H 23.580 14.325 10.183
H 23.706 15.188 8.636
H 22.941 13.525 8.914
H 22.059 16.266 10.012
H 21.178 14.745 10.383
H 20.377 16.038 8.759
C 18.120 19.104 12.763
C 18.830 20.303 13.409
O 20.124 20.523 12.912
H 17.383 19.354 12.000
H 17.663 18.435 13.492
H 18.820 18.368 12.367
H 18.999 20.034 14.452
H 18.203 21.184 13.269
H 20.539 21.120 13.539
C 16.190 12.863 18.171
C 15.655 14.036 18.908
O 14.767 14.675 18.063
H 17.155 12.494 18.520
H 16.385 13.121 17.130
H 15.445 12.072 18.262
H 16.505 14.710 19.020
H 15.230 13.730 19.864
H 14.101 15.124 18.588
```

Properties
* F_max: 4.0 eV/A
* energy: -104895.575 eV
* SMILES: CC1(C)CCCC(C)(C)N1O.CC1(C)CCCC(C)(C)N1O.CC1(C)CCCC(C)(C)N1O.CC1(C)CCCC(C)(C)N1O.CC1(C)CCCC(C)(C)N1O.CC1(C)CCCC(C)(C)N1O.CC1(C)CCCC(C)(C)N1O.CCO.CCO.CCO
* LUMO level: 0.503 eV
* multiplicity: 1
* relative energy (zero: lowest compared OMol25 entry of this formula, charge and spin): 3.6787 eV
* HOMO: -7.747 eV